Entry 1:
This record from OMol25 describes C4H4S3 in the gas phase at a distorted geometry. The level of theory is the ωB97M-V functional and the def2-TZVPD basis.

Last column: Mulliken charge in e.
Element x y z (Å)
C -0.266 -1.373 -0.131  -0.425
C -0.006 -0.075 0.088  0.418
C -1.100 0.822 0.117  0.245
C 1.330 0.511 0.076  -1.250
S -0.954 2.443 -0.091  -0.342
S -1.886 -1.913 -0.074  -0.069
S -2.667 -0.072 0.117  -0.032
H 0.483 -2.033 -0.095  0.463
H 1.579 0.240 -0.984  0.306
H 2.168 -0.101 0.632  0.277
H 1.318 1.552 0.344  0.409

energy relative to the best compared isomer or geometry (same formula, charge and spin)	0.3082	eV
gap between HOMO and LUMO	7.474	eV
LUMO	-0.7	eV
highest occupied orbital energy	-8.1275	eV
DFT total energy	-1349.34265	hartree


Entry 2:
This record from OMol25 describes a molecular structure, C4H5AlO2 at a distorted geometry. The level of theory is the ωB97M-V functional and the def2-TZVPD basis.

Last column: Mulliken charge in e.
Element x y z (Å)
O -1.752 2.049 -0.580  -0.718
C -1.810 0.712 -0.671  -0.442
C -0.546 -0.073 -0.644  -0.297
C 0.418 0.010 0.310  -0.069
C 1.595 -0.796 0.200  0.453
O 2.487 -0.900 1.055  -0.317
Al 2.734 -0.219 2.657  0.269
H -2.372 0.291 -1.552  0.255
H -2.363 0.389 0.280  0.177
H -0.388 -0.753 -1.491  0.239
H 0.294 0.669 1.173  0.150
H 1.702 -1.378 -0.738  0.301

energy relative to the best compared isomer or geometry (same formula, charge and spin)	0.0000	eV
gap between HOMO and LUMO (alpha / beta)	5.433 / 5.114	eV
LUMO (alpha / beta)	-1.4 / -1.5	eV
highest occupied orbital energy (alpha / beta)	-6.8470 / -6.6167	eV
DFT total energy	-548.19122	hartree


Entry 3:
This record from OMol25 describes a molecular structure, C4H5B4F19O2Sn at a distorted geometry. The level of theory is the ωB97M-V functional and the def2-TZVPD basis.

Last column: Mulliken charge in e.
Element x y z (Å)
Sn 1.774 -0.304 -0.657  1.637
B 3.065 -2.898 1.384  0.480
F 1.725 -2.486 1.460  -0.261
F 2.964 -4.154 0.938  -0.370
F 3.699 -2.143 0.449  -0.416
F 3.690 -2.749 2.557  -0.368
B 0.704 -3.026 -2.289  0.120
F 0.115 -2.582 -1.219  0.043
F -0.079 -3.994 -2.854  -0.368
F 0.827 -1.909 -3.065  -0.385
F 1.778 -3.610 -1.720  -0.356
B -1.052 -0.952 1.951  0.321
F -0.257 -0.824 3.115  -0.345
F -0.947 -2.264 1.423  -0.349
F -2.344 -0.637 2.304  -0.400
F -0.673 -0.053 1.033  -0.014
B 2.659 1.445 2.273  0.445
F 1.809 1.953 1.286  -0.327
F 3.445 2.501 2.639  -0.353
F 1.905 1.014 3.345  -0.374
F 3.417 0.352 1.898  -0.318
C -1.757 2.674 0.854  -0.895
C -2.783 1.891 0.028  -0.218
O -2.637 2.035 -1.365  -0.293
C -1.592 1.524 -2.060  0.243
O -0.578 1.000 -1.632  -0.334
C -1.810 1.584 -3.643  0.734
F -1.299 0.544 -4.273  -0.189
F -3.066 1.653 -3.808  -0.256
F -1.331 2.763 -4.123  -0.287
H -2.083 2.452 1.870  0.351
H -1.936 3.718 0.595  0.420
H -0.728 2.336 0.729  0.086
H -3.780 2.290 0.214  0.316
H -2.842 0.855 0.363  0.279

energy relative to the best compared isomer or geometry (same formula, charge and spin)	0.0000	eV
gap between HOMO and LUMO	8.133	eV
LUMO	2.9	eV
highest occupied orbital energy	-5.2439	eV
DFT total energy	-2518.01799	hartree
net charge	-2